1.
# C37H24BrIN4Rh

A structure of composition C37H24BrIN4Rh in a non-equilibrium geometry (ωB97M-V/def2-TZVPD, OMol25).

Element x y z (Å)
1 Rh 1.008 0.110 -1.030
2 C 5.170 -0.603 -1.775
3 C 5.670 0.675 -1.577
4 C 4.815 1.749 -1.442
5 C 3.430 1.554 -1.470
6 C 2.937 0.238 -1.559
7 C 3.800 -0.817 -1.799
8 C 2.445 2.622 -1.419
9 C 2.805 3.983 -1.373
10 C 1.836 4.941 -1.320
11 C 0.481 4.557 -1.323
12 C -0.559 5.501 -1.241
13 C -1.870 5.106 -1.238
14 C -2.180 3.747 -1.358
15 C -1.186 2.809 -1.459
16 C 0.173 3.166 -1.411
17 N 1.161 2.230 -1.447
18 H 5.834 -1.442 -1.912
19 H 6.737 0.832 -1.567
20 H 5.228 2.740 -1.322
21 H 3.427 -1.811 -1.999
22 H 3.844 4.265 -1.379
23 H 2.092 5.987 -1.275
24 H -0.299 6.547 -1.167
25 H -2.662 5.832 -1.152
26 H -3.213 3.432 -1.379
27 H -1.449 1.776 -1.576
28 N -6.606 0.192 5.888
29 C -5.785 0.141 5.091
30 C -4.761 0.075 4.116
31 C -4.628 1.090 3.168
32 C -3.613 1.027 2.235
33 C -2.706 -0.032 2.241
34 C -2.856 -1.050 3.181
35 C -3.880 -1.007 4.106
36 C -1.583 -0.039 1.279
37 C -1.889 -0.239 -0.084
38 C -3.183 -0.541 -0.616
39 C -3.031 -0.750 -1.969
40 C -1.666 -0.572 -2.251
41 N -0.992 -0.270 -1.127
42 C -0.288 0.158 1.814
43 C 0.077 0.127 3.205
44 C 1.427 0.366 3.271
45 C 1.869 0.558 1.952
46 N 0.836 0.455 1.094
47 H -5.314 1.924 3.180
48 H -3.495 1.819 1.511
49 H -2.169 -1.883 3.176
50 H -4.005 -1.800 4.827
51 H -4.082 -0.597 -0.038
52 H -3.783 -1.015 -2.684
53 H -1.165 -0.640 -3.202
54 H -0.597 -0.074 4.013
55 H 2.044 0.407 4.145
56 H 2.866 0.778 1.609
57 Br -0.609 -3.597 -2.802
58 C 0.416 -4.874 -1.850
59 C 0.412 -6.190 -2.288
60 C 1.162 -7.138 -1.616
61 C 1.908 -6.775 -0.505
62 C 1.906 -5.462 -0.065
63 C 1.164 -4.507 -0.742
64 I 1.163 -2.484 0.001
65 H -0.176 -6.458 -3.151
66 H 1.166 -8.156 -1.970
67 H 2.495 -7.512 0.022
68 H 2.477 -5.177 0.805

Maximum force, eV Å⁻¹: 2.517
Electronic energy, eV: -125863.034
Orbital gap (alpha / beta), eV: 5.74 / 5.73
Charge: +1
LUMO (alpha / beta), eV: -4.915 / -4.927
Molecular weight, u: 834.3

---

2.
# C21H45B3O9S

A structure of composition C21H45B3O9S in a non-equilibrium geometry (ωB97M-V/def2-TZVPD, OMol25).

Element x y z (Å)
1 C -0.807 -1.096 -1.135
2 C 0.687 -0.947 -0.726
3 S 1.730 -2.377 -1.192
4 C 1.609 -3.677 0.103
5 B 2.051 -3.136 1.539
6 O 3.382 -2.738 1.808
7 B 3.441 -1.588 2.618
8 O 2.504 -1.479 3.691
9 B 1.254 -1.676 3.023
10 O 1.053 -3.002 2.551
11 H -1.289 -0.118 -0.982
12 H -1.282 -1.832 -0.472
13 H -0.894 -1.394 -2.187
14 H 1.103 -0.083 -1.264
15 H 0.728 -0.707 0.347
16 H 2.276 -4.493 -0.224
17 H 0.604 -4.125 0.140
18 H 4.190 -0.689 2.453
19 H 0.475 -0.815 2.813
20 C 1.145 2.270 -5.293
21 C 1.989 1.751 -4.160
22 O 1.727 0.703 -3.609
23 C 3.170 2.583 -3.740
24 H 0.333 1.572 -5.489
25 H 0.719 3.238 -5.026
26 H 1.751 2.365 -6.195
27 H 2.834 3.567 -3.406
28 H 3.866 2.689 -4.572
29 H 3.682 2.092 -2.919
30 C 5.278 -0.144 -1.930
31 C 6.301 -0.005 -3.025
32 O 6.054 0.598 -4.046
33 C 7.645 -0.648 -2.801
34 H 4.361 0.360 -2.226
35 H 5.054 -1.198 -1.758
36 H 5.651 0.313 -1.012
37 H 7.526 -1.724 -2.667
38 H 8.122 -0.216 -1.920
39 H 8.280 -0.469 -3.668
40 C -2.204 0.340 5.544
41 C -2.856 -0.559 4.528
42 O -3.216 -0.132 3.452
43 C -3.043 -2.006 4.898
44 H -2.133 1.349 5.145
45 H -2.801 0.364 6.458
46 H -1.197 -0.018 5.767
47 H -3.678 -2.084 5.781
48 H -2.072 -2.467 5.094
49 H -3.522 -2.532 4.078
50 C -3.109 1.795 -7.686
51 C -1.891 1.368 -8.463
52 O -1.026 2.159 -8.762
53 C -1.793 -0.084 -8.853
54 H -3.047 2.861 -7.474
55 H -4.010 1.604 -8.271
56 H -3.159 1.250 -6.742
57 H -2.636 -0.357 -9.490
58 H -1.785 -0.711 -7.960
59 H -0.869 -0.247 -9.405
60 C -6.663 -0.708 3.144
61 C -6.892 -2.084 3.708
62 O -6.044 -2.649 4.362
63 C -8.222 -2.734 3.427
64 H -5.668 -0.363 3.419
65 H -6.734 -0.736 2.055
66 H -7.403 -0.013 3.546
67 H -8.360 -2.849 2.350
68 H -9.028 -2.127 3.840
69 H -8.250 -3.719 3.891
70 C 1.857 1.995 5.396
71 C 0.897 3.154 5.421
72 O -0.286 2.993 5.231
73 C 1.468 4.521 5.692
74 H 1.314 1.075 5.190
75 H 2.600 2.145 4.610
76 H 2.351 1.900 6.364
77 H 2.195 4.781 4.921
78 H 1.947 4.537 6.672
79 H 0.666 5.257 5.681

Maximum force, eV Å⁻¹: 2.692
Electronic energy, eV: -53804.228
Orbital gap, eV: 8.77
Charge: 0
LUMO, eV: 0.380
Molecular weight, u: 506.1

---

3.
# C5H14

A cluster of 2 separate species, C5H14 in total in a non-equilibrium geometry (ωB97M-V/def2-TZVPD, OMol25).

Element x y z (Å)
1 C 0.728 0.187 -1.023
2 C 0.879 -1.425 -1.270
3 C 2.373 -1.764 -1.188
4 H 0.741 0.219 0.121
5 H -0.160 0.461 -1.620
6 H 1.724 0.571 -1.432
7 H 0.223 -2.057 -0.582
8 H 0.668 -1.539 -2.312
9 H 2.955 -1.287 -2.061
10 H 2.905 -1.201 -0.359
11 H 2.584 -2.872 -1.176
12 C -1.739 2.094 1.638
13 C -2.183 0.584 1.552
14 H -2.141 2.798 0.877
15 H -1.867 2.346 2.718
16 H -0.650 2.163 1.571
17 H -3.058 0.431 2.175
18 H -1.572 -0.270 1.920
19 H -2.412 0.561 0.452

Maximum force, eV Å⁻¹: 3.448
Electronic energy, eV: -5410.521
Orbital gap, eV: 12.01
Charge: 0
LUMO, eV: 1.103
Molecular weight, u: 74.2

---

4.
# C13H52N4O22

A cluster of 21 separate species, C13H52N4O22 in total in a non-equilibrium geometry (ωB97M-V/def2-TZVPD, OMol25).

Element x y z (Å)
1 N 3.579 -1.255 1.858
2 N 1.458 1.578 4.326
3 N 3.722 2.700 0.805
4 C 2.620 -0.616 1.963
5 C 1.507 0.986 3.307
6 C 2.775 2.033 0.755
7 N 0.068 3.096 1.560
8 O -0.717 1.422 0.187
9 O -0.291 -0.942 0.635
10 C 0.303 1.988 0.871
11 C 0.139 -0.643 1.983
12 C 0.076 -1.479 -2.224
13 C 1.536 -1.103 -2.387
14 C -0.770 -0.379 -1.593
15 C 2.096 -0.791 -1.036
16 C 1.461 0.215 2.025
17 C -0.153 0.134 -0.294
18 C 1.580 1.152 0.816
19 C 1.332 0.475 -0.561
20 H -0.905 3.501 1.556
21 H 0.206 -1.514 2.579
22 H -0.656 -0.059 2.476
23 H 0.008 -2.352 -1.572
24 H -0.367 -1.743 -3.179
25 H 2.030 -2.023 -2.796
26 H 1.717 -0.278 -3.116
27 H -0.898 0.420 -2.322
28 H -1.714 -0.814 -1.361
29 H 3.181 -0.474 -1.141
30 H 2.087 -1.621 -0.254
31 H 1.516 1.179 -1.348
32 O -2.871 4.176 0.395
33 H -3.236 4.740 -0.361
34 H -2.708 4.781 1.190
35 O 1.119 -1.884 5.166
36 H 1.085 -2.847 4.858
37 H 0.218 -1.647 5.560
38 O -2.533 -3.717 -2.553
39 H -1.768 -4.036 -3.133
40 H -3.289 -4.385 -2.632
41 O 0.957 -4.560 -1.081
42 H 1.061 -4.946 -0.151
43 H -0.003 -4.694 -1.372
44 O -4.534 -0.495 -0.686
45 H -5.049 -1.229 -0.216
46 H -4.422 0.275 -0.039
47 O 1.774 -0.677 -6.142
48 H 2.727 -0.339 -6.098
49 H 1.433 -0.535 -7.084
50 O 3.541 -4.578 -2.019
51 H 4.161 -4.388 -1.243
52 H 2.593 -4.599 -1.668
53 O -0.717 -4.618 -4.111
54 H -0.259 -5.508 -3.964
55 H -0.134 -4.061 -4.721
56 O -1.385 -0.353 5.209
57 H -2.157 -0.999 5.313
58 H -1.661 0.365 4.551
59 O 0.862 4.732 3.662
60 H 0.522 4.044 3.004
61 H 1.105 5.569 3.147
62 O 0.056 1.097 -5.007
63 H 0.536 0.265 -5.326
64 H 0.676 1.598 -4.384
65 O 5.376 -3.430 2.511
66 H 5.060 -2.472 2.436
67 H 6.350 -3.421 2.784
68 O -3.110 1.478 2.766
69 H -3.767 1.883 2.111
70 H -3.252 0.476 2.774
71 O 0.238 1.001 7.048
72 H -0.217 0.629 7.872
73 H -0.054 0.449 6.251
74 O 1.517 2.917 -3.636
75 H 0.988 3.658 -4.077
76 H 1.877 3.266 -2.757
77 O -2.585 0.880 -4.970
78 H -2.843 0.049 -4.454
79 H -1.581 0.990 -4.910
80 O -1.910 5.760 2.506
81 H -2.393 5.270 3.249
82 H -2.000 6.754 2.673
83 O -3.343 -1.278 3.335
84 H -2.993 -2.198 3.568
85 H -4.160 -1.099 3.903
86 O 2.348 4.288 -1.383
87 H 2.841 4.567 -0.544
88 H 1.356 4.296 -1.183
89 O -3.276 -1.160 -3.161
90 H -3.792 -0.820 -2.360
91 H -2.902 -2.072 -2.932

Maximum force, eV Å⁻¹: 6.105
Electronic energy, eV: -65326.903
Orbital gap, eV: 7.90
Charge: 0
LUMO, eV: -0.871
Molecular weight, u: 616.6